36
Properties=species:S:1:pos:R:3:forces:R:3:mulliken_charge:R:1 method="wB97M-V/def2-TZVPD" homo_lumo_gap_ev=9.1 largest_force_ev_per_a=2.5 charge=0 homo_ev=-9.89 relative_energy_kcal_mol=47.8 smiles=O.O.O.O.O.O.O.O.O.O.O.O
O 2.947 -1.130 1.436 -1.7370 1.5663 -0.9950 -0.6893
H 3.719 -1.197 1.935 2.0735 -0.5436 1.2928 0.3056
H 2.613 -0.216 1.623 0.1585 -0.9921 -0.2278 0.3704
O -1.102 -3.465 -1.504 0.0987 -0.7031 -0.0183 -0.6094
H -1.288 -2.543 -1.404 -0.1558 1.0689 0.1833 0.2840
H -1.681 -3.712 -2.225 -0.0905 -0.2556 -0.2149 0.2962
O -1.043 1.568 -2.843 -1.0485 1.0118 -1.4096 -0.6192
H -0.725 1.262 -2.020 1.0525 -0.7964 1.5057 0.3904
H -1.425 2.420 -2.597 0.0692 -0.1062 -0.3273 0.2977
O -4.235 -0.829 -0.427 -0.8763 0.7275 -0.5011 -0.6725
H -3.349 -0.844 -0.038 -0.0553 -0.5535 -0.0834 0.4707
H -4.689 -1.655 -0.268 0.1767 -0.2096 0.1552 0.2824
O -1.862 -1.062 0.590 0.1719 -0.5381 -0.1270 -0.6733
H -1.893 -0.294 1.177 0.0365 0.1657 0.5921 0.3829
H -1.979 -1.856 1.134 0.4097 0.2202 -0.0934 0.3174
O 3.589 1.222 -0.639 -0.7359 1.7584 -1.0601 -0.5878
H 3.948 1.800 0.024 0.6418 -0.1479 0.4087 0.2733
H 3.631 0.322 -0.386 0.2144 -1.5915 0.6246 0.3395
O -0.911 3.117 -0.163 1.8078 1.3577 0.6081 -0.5906
H -0.727 3.984 0.270 -0.0857 -0.8114 -0.6476 0.2714
H -1.799 2.951 0.066 -1.8889 -0.3733 0.1244 0.3181
O 1.631 1.213 1.586 0.3163 1.1602 0.5447 -0.7173
H 2.212 1.926 1.244 -0.5343 -0.5584 0.1324 0.2718
H 1.339 1.491 2.472 0.0754 -0.1539 -0.3975 0.2471
O -1.614 1.163 2.064 -1.1201 -0.7879 1.2046 -0.6855
H -2.307 1.724 2.431 -0.0213 -0.1542 0.0273 0.3063
H -1.054 1.731 1.581 1.2401 1.1701 -1.1773 0.2665
O 0.740 -2.612 0.979 -1.1047 -0.2405 -0.1772 -0.6401
H 1.421 -1.959 1.075 1.1309 0.2078 0.4286 0.4803
H 0.287 -2.262 0.207 -0.1690 -0.4886 -0.2131 0.2190
O 0.268 0.362 -0.679 -0.1349 0.1887 0.8442 -0.5984
H 0.772 0.745 0.070 -0.3235 -0.1987 -0.6420 0.3297
H -0.472 -0.098 -0.248 0.1753 -0.2464 -0.1624 0.2620
O 2.039 -1.125 -2.089 -0.1525 0.3049 0.5718 -0.6363
H 1.359 -0.610 -1.569 0.5839 -0.7296 -1.1329 0.4544
H 1.641 -1.532 -2.866 -0.1989 0.2722 0.3592 0.2824